Here is a structure of composition C6H9BCl3F4N3O5Y in a non-equilibrium geometry from the OMol25 dataset. Energies are from wB97M-V/def2-TZVPD.

Cartesian coordinates (Å):
C: 1.529407 -1.003226 -2.260223
O: 0.426453 1.499131 2.035525
H: -0.490257 2.132992 -1.841735
H: -0.633574 -2.789327 1.071585
F: -2.930842 2.345617 0.164718
C: -1.413951 -2.852015 -0.843713
Cl: -0.250334 -0.258128 5.299336
H: 2.100362 -1.901151 -2.513724
F: -4.280472 0.497566 0.420432
H: 0.860254 2.473669 -0.953252
C: 0.501186 0.520474 2.787739
F: -2.192189 0.552040 1.411169
O: 2.024642 0.134160 -0.203949
Cl: 0.607783 2.441292 4.756438
Cl: 2.504649 0.263303 4.551024
O: 0.208348 -3.444439 -2.489581
N: -0.095130 2.133482 -0.907638
N: -1.254936 -2.235739 0.488538
O: 0.375697 -0.678378 2.428348
H: -1.561425 -3.931594 -0.808106
O: 3.410259 0.431069 -1.940186
C: 2.424576 -0.071621 -1.429892
H: -2.287681 -2.394409 -1.310571
C: -0.197008 -2.564630 -1.728884
B: -2.997249 0.967686 0.299573
C: 0.812273 0.749501 4.298677
H: -2.136333 -2.166636 0.985718
H: 1.338042 -0.494412 -3.210997
F: -2.335119 0.354420 -0.824535
N: 0.299456 -1.329966 -1.558995
Y: -0.080447 -0.067079 0.222890
H: -0.653064 2.775364 -0.350735

Atoms 1-2, force components in eV/Å:
0.0 -0.1 -0.2
0.1 0.2 0.1

Summary:
E_LUMO in eV: 2.54
Spin multiplicity: 1
Energy relative to the best compared isomer or geometry (same formula, charge and spin) in kJ/mol: 27.65
Net charge: -1

Löwdin atomic charge list, values in e, 8 entries: -0.147, -0.072, 0.066, 0.097, 0.136, -0.159, 0.592, 0.119

Here is a structure of composition C42H32CdF9GeO5P from the OMol25 dataset. Energies are from wB97M-V/def2-TZVPD.

Cartesian coordinates (Å):
H: -3.595404 -3.818217 0.139054
C: -5.028802 -2.978415 -3.131647
C: -0.072908 -1.901443 -5.920628
O: 2.186106 3.482218 1.225132
C: -7.946904 -1.435505 -1.364021
F: 1.122011 -2.280411 -6.393838
C: 1.579251 -1.152713 0.852336
C: -4.700845 2.225714 -0.944034
C: -4.268379 -2.617688 1.653059
F: -4.527576 -3.103492 5.182242
C: 0.963481 -2.628569 -3.687631
C: -7.175772 -2.155366 -2.258324
C: -3.339897 -2.799324 0.494483
C: -1.872204 -2.853526 0.941104
C: -0.176175 -2.108001 -4.429459
C: -3.572789 2.670198 -3.443961
C: -5.798416 -2.288897 -2.092866
C: 0.313757 -4.626413 0.196601
O: 1.791175 -0.585144 -0.212275
F: 1.608112 -9.313271 -0.542243
C: -2.880091 -2.572176 -1.932598
C: 1.370224 1.745915 2.590162
H: -3.023784 1.513435 1.732676
O: 0.443273 2.325354 0.434695
H: -5.157611 2.058539 0.026213
Cd: -0.513483 0.189649 -0.142121
H: -7.637705 -2.623714 -3.120005
H: 3.017379 -6.431248 1.147341
Ge: -3.015536 -0.018913 -0.230216
H: -5.940526 3.925663 -1.371016
C: 1.589543 -8.685138 0.641403
H: -2.777174 -0.145172 2.309912
H: 2.045314 4.001427 0.415501
H: -2.503984 -3.515702 -1.528942
C: -3.368491 0.480729 1.639487
H: -5.310274 -2.440602 1.415523
H: -7.894413 -0.228466 0.414768
F: -6.102223 -3.163490 3.695254
C: -5.951261 -0.949749 -0.127989
O: 0.960188 0.405463 2.429805
C: -7.321672 -0.815713 -0.294122
C: -0.543022 -5.683227 -0.129875
H: 1.691191 -3.221674 -1.823207
H: -3.158927 -3.536684 -3.883534
C: -0.125439 -6.992227 0.016687
H: -2.328852 0.986530 -3.033340
C: 1.594525 -4.899236 0.653276
C: -3.904620 -2.777551 2.936211
C: 2.019536 -6.214886 0.791301
H: -0.790406 -7.812487 -0.225636
H: -2.288756 -3.235380 4.312940
C: -2.558393 -3.058336 3.281475
H: 2.271814 -4.096787 0.907007
H: -9.017477 -1.352200 -1.502120
C: -5.148946 3.279328 -1.732242
H: -5.574957 -3.401648 -3.967626
C: 1.159020 -7.249982 0.483135
F: -5.182943 -1.280801 4.219282
F: 0.737851 -9.352328 1.434083
H: -0.563939 -3.242248 2.583957
H: 2.046711 -1.266637 2.963084
C: -4.585061 3.501253 -2.981189
F: -1.009556 -2.598571 -6.585045
C: -3.643182 -1.877495 -0.744920
C: -5.153811 -1.704338 -0.993668
C: -0.358125 -2.458383 -1.642154
C: -3.683287 1.384276 -1.396465
O: 0.826145 -2.227683 1.019033
F: -0.243528 -0.609466 -6.256795
H: 0.666575 2.219143 3.274561
H: -4.409319 0.434047 1.957859
P: -0.388804 -2.979482 -0.059652
H: 1.868968 -2.903596 -4.207431
C: -1.562119 -1.864672 -2.366263
H: -2.137642 -1.384052 -4.443244
C: -1.590198 -3.074332 2.283039
H: 2.971300 -0.044834 2.037046
H: -4.934164 4.322653 -3.595348
H: -3.134158 2.838018 -4.420444
C: 2.006769 -0.532736 2.163816
F: 2.810120 -8.783138 1.179024
C: -3.710825 -3.042270 -3.089871
C: -4.939934 -2.587744 4.016946
C: -3.122207 1.620880 -2.653107
H: -5.508922 -0.460437 0.727182
H: 2.369204 1.825259 3.015209
C: 1.287295 2.518689 1.288247
H: -1.730499 -0.817235 -2.082761
C: 0.854235 -2.794311 -2.366191
H: -1.544074 -5.482140 -0.500438
C: -1.326186 -1.789471 -3.845650

Atoms 1-2, force components in eV/Å:
0.0 0.0 -0.1
-0.2 0.1 0.1

Summary:
E_LUMO (spin up / spin down) in eV: -2.95 / -4.32
Spin multiplicity: 2
Energy relative to the best compared isomer or geometry (same formula, charge and spin) in kJ/mol: 346.79
Net charge: +1

Löwdin atomic charge list, values in e, 8 entries: 0.174, -0.017, -0.588, 0.175, -0.060, 0.142, -0.550, -0.110

Here is a cluster of 2 separate species, C5H8O5 in total in a non-equilibrium geometry from the OMol25 dataset. Energies are from wB97M-V/def2-TZVPD.

Cartesian coordinates (Å):
C: 0.904698 -0.033139 0.769452
H: -2.116366 -1.657954 0.588058
H: -2.060676 0.791452 -0.249690
H: -1.547464 -0.532381 1.866065
O: 1.952968 0.999659 -1.508682
H: 1.629215 0.100156 -1.675075
H: -0.954276 0.634619 -1.637229
C: 0.890561 1.502712 0.688636
C: -1.012819 0.667363 -0.542192
O: 0.029308 -1.435973 -0.989525
H: 1.130054 1.629477 -1.826497
C: -0.339112 -0.577807 0.062445
O: 1.888563 -0.650812 1.067132
H: -0.704740 -2.081380 1.586125
C: -1.233153 -1.251344 1.097888
H: 0.492590 -2.212253 -0.657295
O: -0.277438 1.829816 -0.129652
O: 1.328094 2.277782 1.490032

Atoms 1-2, force components in eV/Å:
1.6 0.5 -1.7
0.1 0.1 0.2

Summary:
E_LUMO in eV: -0.39
Spin multiplicity: 1
Energy relative to the best compared isomer or geometry (same formula, charge and spin) in kJ/mol: 183.86

Löwdin atomic charge list, values in e, 8 entries: -0.250, 0.100, 0.137, 0.106, -0.061, 0.036, 0.132, -0.326

Here is a structure of composition C3H2KLiO3 in a non-equilibrium geometry from the OMol25 dataset. Energies are from wB97M-V/def2-TZVPD.

Cartesian coordinates (Å):
O: 0.847195 0.811958 0.481916
H: -0.197500 -0.993675 0.744849
Li: 4.152258 -0.070674 0.785078
C: -1.326391 0.437885 -0.399807
C: 2.193120 0.455593 0.556238
C: -0.064375 -0.138678 0.067022
K: -5.642950 0.300615 -0.527806
O: 2.532820 -0.504286 -0.150843
H: -0.083698 -0.207222 -1.211512
O: -2.410481 -0.091520 -0.345136

Atoms 1-2, force components in eV/Å:
0.2 0.0 0.4
0.3 -0.2 -0.8

Summary:
E_LUMO (spin up / spin down) in eV: -3.95 / -3.95
Spin multiplicity: 2
Energy relative to the best compared isomer or geometry (same formula, charge and spin) in kJ/mol: 272.55
Net charge: +1

Löwdin atomic charge list, values in e, 8 entries: -0.126, 0.153, 0.761, -0.161, -0.387, -0.205, 0.962, -0.190